{
  "formula": "C28H56O21",
  "method": "wB97M-V/def2-TZVPD",
  "energy_ha": -2680.43560,
  "homo_lumo_gap_ev": 10.867,
  "relative_energy_kj_mol": 458.8,
  "elements": ["C", "C", "O", "C", "O", "O", "C", "H", "H", "H", "H", "H", "H", "H", "H", "C", "C", "O", "C", "O", "O", "C", "H", "H", "H", "H", "H", "H", "H", "H", "C", "C", "O", "C", "O", "O", "C", "H", "H", "H", "H", "H", "H", "H", "H", "C", "C", "O", "C", "O", "O", "C", "H", "H", "H", "H", "H", "H", "H", "H", "C", "C", "O", "C", "O", "O", "C", "H", "H", "H", "H", "H", "H", "H", "H", "C", "C", "O", "C", "O", "O", "C", "H", "H", "H", "H", "H", "H", "H", "H", "C", "C", "O", "C", "O", "O", "C", "H", "H", "H", "H", "H", "H", "H", "H"],
  "positions_angstrom": [[28.69335, 15.09958, 11.05135], [27.85952, 14.79815, 9.78310], [27.62069, 13.43625, 9.99512], [27.36985, 12.75299, 8.91266], [27.26832, 13.18175, 7.79168], [27.17374, 11.49463, 9.29500], [26.94435, 10.49387, 8.30534], [28.13348, 14.83031, 11.94697], [28.99706, 16.13374, 11.21376], [29.62990, 14.55825, 10.91739], [28.41481, 14.82663, 8.84558], [26.87840, 15.27300, 9.78006], [27.85827, 10.34305, 7.73079], [26.12301, 10.60075, 7.59676], [26.87419, 9.56239, 8.86705], [27.98236, 12.05025, 30.31080], [27.16390, 12.57687, 29.10784], [27.63883, 12.01312, 27.88035], [27.16767, 12.55228, 26.78161], [26.36449, 13.51582, 26.62563], [27.68613, 11.90982, 25.71522], [27.18483, 12.12036, 24.42730], [27.72306, 11.03293, 30.60390], [27.66942, 12.59173, 31.20353], [29.05224, 11.99359, 30.11018], [27.21232, 13.66347, 29.03673], [26.11561, 12.28679, 29.17870], [27.66338, 11.41078, 23.75233], [27.29433, 13.13735, 24.05070], [26.11628, 11.91311, 24.36941], [15.10901, 5.30742, 17.06448], [16.28360, 5.89254, 16.34717], [16.97109, 6.92431, 17.01206], [18.28740, 6.92299, 16.86141], [18.96080, 6.18587, 16.14218], [18.71452, 7.99412, 17.56976], [20.18409, 8.29646, 17.52308], [14.65739, 4.53821, 16.43802], [14.46120, 6.10745, 17.42278], [15.42016, 4.86422, 18.01045], [16.04876, 6.29809, 15.36305], [16.85834, 4.99897, 16.10364], [20.62782, 9.03045, 18.19572], [20.41301, 8.82697, 16.59882], [20.68575, 7.32932, 17.55594], [21.16085, 1.84736, 7.72423], [21.46053, 2.32545, 9.16992], [20.68900, 3.57979, 9.31497], [21.27168, 4.73562, 9.62939], [22.46525, 4.93677, 9.67753], [20.38747, 5.74595, 9.80587], [20.75676, 7.04660, 10.27638], [20.29079, 1.21384, 7.89674], [21.98052, 1.15226, 7.54237], [21.19348, 2.57862, 6.91658], [22.51577, 2.58637, 9.25060], [21.12363, 1.61802, 9.92765], [19.94641, 7.75604, 10.10863], [21.59089, 7.41439, 9.67883], [20.95230, 7.03188, 11.34859], [22.94979, 15.47223, 22.26610], [23.68712, 16.69167, 22.55123], [24.89378, 16.71892, 21.85958], [25.23508, 17.70240, 21.05433], [24.53989, 18.68304, 20.92577], [26.38767, 17.42645, 20.33165], [26.88137, 18.29233, 19.37681], [23.55084, 14.62467, 22.59546], [22.77486, 15.32312, 21.20060], [21.97781, 15.42572, 22.75721], [23.88832, 16.67790, 23.62241], [23.02213, 17.54962, 22.45222], [27.07365, 19.25327, 19.85403], [26.31156, 18.55019, 18.48410], [27.87854, 17.98180, 19.06481], [37.61002, 19.71700, 25.23056], [36.28558, 19.11805, 25.83530], [35.70823, 18.12106, 24.90903], [34.57604, 17.44699, 25.18401], [33.89611, 17.57286, 26.19420], [34.44587, 16.43339, 24.32005], [33.42997, 15.40753, 24.52617], [38.04618, 20.50754, 25.84123], [37.25276, 20.20481, 24.32363], [38.35526, 18.97011, 24.95695], [35.57041, 19.94047, 25.85122], [36.52161, 18.76939, 26.84070], [33.80452, 14.40683, 24.31074], [32.67811, 15.47000, 23.73946], [32.92143, 15.35626, 25.48891], [29.84224, 13.46560, 16.69022], [28.59668, 12.61826, 16.77078], [28.43729, 11.84016, 15.62533], [27.33308, 11.12645, 15.58791], [26.55236, 10.96944, 16.53703], [27.35645, 10.43250, 14.37763], [26.35625, 9.43296, 14.05666], [29.83193, 14.22041, 15.90393], [30.67876, 12.79098, 16.50791], [30.13600, 13.76786, 17.69543], [27.78851, 13.33728, 16.90488], [28.57591, 12.06000, 17.70673], [25.38833, 9.87621, 14.29064], [26.57445, 8.58270, 14.70286], [26.34571, 9.03856, 13.04059]]
}

{
  "formula": "C28H56O28S6",
  "method": "wB97M-V/def2-TZVPD",
  "energy_ha": -5595.84464,
  "homo_lumo_gap_ev": 8.941,
  "relative_energy_kj_mol": 612.3,
  "elements": ["O", "S", "O", "O", "C", "C", "O", "H", "H", "H", "H", "O", "S", "O", "O", "C", "C", "O", "H", "H", "H", "H", "O", "S", "O", "O", "C", "C", "O", "H", "H", "H", "H", "O", "S", "O", "O", "C", "C", "O", "H", "H", "H", "H", "O", "S", "O", "O", "C", "C", "O", "H", "H", "H", "H", "O", "S", "O", "O", "C", "C", "O", "H", "H", "H", "H", "C", "C", "C", "O", "C", "H", "H", "H", "H", "H", "H", "H", "H", "C", "C", "C", "O", "C", "H", "H", "H", "H", "H", "H", "H", "H", "C", "C", "C", "O", "C", "H", "H", "H", "H", "H", "H", "H", "H", "C", "C", "C", "O", "C", "H", "H", "H", "H", "H", "H", "H", "H"],
  "positions_angstrom": [[-16.14304, -14.03128, 6.85678], [-16.49493, -13.55623, 8.20807], [-15.82842, -12.37177, 8.79134], [-18.18350, -13.27482, 8.22696], [-18.89706, -14.09408, 9.10358], [-18.04449, -15.35212, 9.21546], [-16.72678, -14.85469, 9.23053], [-19.16886, -13.75472, 10.10311], [-19.89162, -14.31412, 8.71561], [-18.11937, -16.05473, 8.38551], [-18.05029, -15.89972, 10.15790], [-23.64160, -4.05109, 13.87181], [-22.78148, -5.09827, 14.38982], [-21.96325, -5.92304, 13.48137], [-21.89817, -4.40992, 15.65284], [-21.90210, -5.24763, 16.77323], [-23.19171, -6.09837, 16.69755], [-23.57319, -6.14830, 15.36116], [-21.18217, -6.02879, 16.52911], [-21.72797, -4.75519, 17.72994], [-23.92488, -5.41166, 17.12062], [-23.25660, -7.03326, 17.25422], [-21.49845, -9.66002, -4.41318], [-20.77393, -9.54762, -3.14053], [-20.75380, -8.18599, -2.62634], [-21.31937, -10.63349, -1.96134], [-20.25588, -11.33512, -1.35467], [-18.91233, -10.79811, -1.80221], [-19.31447, -10.29129, -3.09716], [-20.38068, -11.16147, -0.28585], [-20.39133, -12.34686, -1.73694], [-18.10864, -11.53039, -1.72504], [-18.69411, -9.89101, -1.23860], [-15.15396, -7.41561, 12.62570], [-16.00654, -8.03652, 13.61950], [-16.82837, -7.21836, 14.52699], [-16.99808, -9.28450, 12.94308], [-16.62221, -10.61357, 13.21027], [-15.15822, -10.43639, 13.74557], [-15.11306, -9.19941, 14.46264], [-17.31733, -11.04220, 13.93220], [-16.65863, -11.06273, 12.21778], [-14.34524, -10.53151, 13.02576], [-14.99458, -11.22799, 14.47680], [-17.51724, -0.63085, 7.67766], [-16.82187, -1.17043, 8.87785], [-15.59432, -1.98635, 8.79083], [-16.60351, -0.12987, 10.11222], [-17.70325, 0.04358, 10.88282], [-18.15412, -1.39150, 11.02843], [-17.95300, -1.91662, 9.78041], [-17.37268, 0.47077, 11.82957], [-18.44434, 0.70163, 10.42910], [-19.22621, -1.56081, 11.12869], [-17.56786, -1.92433, 11.77708], [-18.27253, -7.96505, 3.75280], [-18.31292, -8.55607, 5.12536], [-18.83403, -9.91329, 5.26355], [-16.88749, -8.43976, 5.95254], [-16.98848, -7.32815, 6.82558], [-18.44476, -7.32138, 7.41689], [-19.14681, -7.47911, 6.19936], [-16.26021, -7.32578, 7.63658], [-16.94646, -6.44728, 6.18495], [-18.74752, -6.44215, 7.98556], [-18.51339, -8.19466, 8.06557], [-24.94412, -9.77051, 10.09411], [-23.63446, -9.81493, 9.39822], [-23.98826, -10.51413, 8.09993], [-25.33486, -10.17596, 7.83327], [-25.95162, -9.59276, 9.02015], [-24.93076, -8.90375, 10.75490], [-25.05119, -10.68469, 10.67799], [-22.85276, -10.31274, 9.97201], [-23.14969, -8.85337, 9.22940], [-23.86715, -11.59272, 8.20031], [-23.36121, -10.14453, 7.28857], [-26.83304, -10.18138, 9.27457], [-26.24959, -8.56332, 8.82127], [-19.98664, -17.62824, 2.92145], [-18.60706, -17.66421, 2.45125], [-18.49513, -16.45325, 1.60433], [-19.69632, -15.66876, 1.85376], [-20.43012, -16.17849, 2.97780], [-19.95437, -18.19793, 3.85016], [-20.68717, -18.28302, 2.40315], [-18.32223, -18.58393, 1.94028], [-17.90706, -17.58904, 3.28338], [-18.53801, -16.82766, 0.58155], [-17.69904, -15.81399, 1.98602], [-21.46044, -16.03230, 2.65349], [-20.29904, -15.67164, 3.93385], [-17.50922, -3.25345, 1.29563], [-18.91732, -2.98157, 1.80144], [-19.19377, -1.48948, 1.39188], [-17.94692, -0.99384, 1.00483], [-16.84018, -1.85947, 1.36917], [-17.62607, -3.54223, 0.25109], [-16.97857, -4.07923, 1.76955], [-18.89596, -3.01828, 2.89061], [-19.69125, -3.68557, 1.49566], [-19.47450, -0.81417, 2.20012], [-19.82581, -1.35456, 0.51414], [-16.49554, -1.64497, 2.38076], [-15.99932, -1.81967, 0.67673], [-10.58489, -6.82175, 8.02225], [-9.14348, -7.07491, 8.39088], [-8.40776, -7.51737, 7.14970], [-9.49913, -7.52643, 6.17916], [-10.79289, -7.59624, 6.76481], [-10.82728, -5.76448, 7.91482], [-11.28475, -7.16581, 8.78378], [-9.07692, -7.85482, 9.14944], [-8.67571, -6.25136, 8.93037], [-7.95671, -8.50510, 7.24483], [-7.54470, -6.91442, 6.86741], [-11.10561, -8.62060, 6.96728], [-11.63963, -7.25393, 6.16987]]
}